A molecular structure, C2H2Br6, computed with wB97M-V/def2-TZVPD.

Each line ends with the Mulliken charge.
CARTESIAN COORDINATES (ANGSTROEM)
1 C -0.526 1.971 0.397  0.06
2 Br -1.762 2.454 1.790  -0.02
3 Br 0.623 3.394 -0.019  0.04
4 Br -1.264 1.122 -1.322  -0.09
5 H -0.133 1.187 0.884  0.00
6 C 0.570 -1.941 -0.332  0.43
7 Br 2.014 -2.233 -1.676  -0.04
8 Br 1.193 -1.813 1.496  -0.02
9 Br -0.918 -3.075 -0.488  0.02
10 H 0.204 -1.066 -0.731  -0.38

The calculation puts the HOMO energy at -10.47 eV. The orbital gap is 9.9 eV. As for the energy above the lowest of the compared OMol25 structures with the same formula, charge and spin: 0.689 eV.


A molecular structure, C3H8O2Pr, computed with wB97M-V/def2-TZVPD.

Each line ends with the Mulliken spin population.
CARTESIAN COORDINATES (ANGSTROEM)
1 H 3.325 0.280 -0.741  0.97
2 O 0.722 1.074 -1.201  -0.04
3 C 0.161 -0.165 -1.574  0.01
4 C -1.276 -0.278 -1.086  0.00
5 O -1.956 0.933 -1.459  0.00
6 C -3.363 0.912 -1.227  0.00
7 Pr -0.484 2.819 -1.437  2.08
8 H 0.742 -0.989 -1.131  -0.01
9 H 0.195 -0.305 -2.666  0.00
10 H -1.324 -0.375 0.009  0.00
11 H -1.785 -1.134 -1.551  0.00
12 H -3.761 1.887 -1.525  0.00
13 H -3.821 0.121 -1.834  0.00
14 H -3.565 0.733 -0.162  0.00

The calculation puts the HOMO energy (spin up / spin down) at -16.41 / -19.19 eV. The spin multiplicity is 4. The orbital gap (spin up / spin down) is 5.4 / 9.2 eV. Its total charge is +2. As for the energy above the lowest of the compared OMol25 structures with the same formula, charge and spin: 1.757 eV.


2 unconnected molecules or ions with the total composition C35H35F6N2O2S, computed with wB97M-V/def2-TZVPD.

Each line ends with the Mulliken charge.
CARTESIAN COORDINATES (ANGSTROEM)
1 C 3.441 3.994 -0.097  -1.26
2 C 3.389 3.188 1.174  -0.19
3 O 2.484 2.075 0.984  -0.30
4 C 2.398 1.314 2.106  -0.04
5 C 1.191 0.510 2.117  -0.09
6 S 0.753 -0.118 3.626  0.41
7 C 0.863 1.288 4.776  -1.11
8 C -1.061 -0.197 3.428  -1.06
9 O 3.256 1.361 2.994  -0.73
10 H 4.198 4.769 0.003  0.38
11 H 3.688 3.369 -0.955  0.32
12 H 2.489 4.490 -0.296  0.31
13 H 4.378 2.800 1.446  0.31
14 H 2.995 3.807 1.992  0.28
15 H 0.386 0.805 1.443  0.73
16 H 1.894 1.651 4.751  0.38
17 H 0.153 2.060 4.462  0.36
18 H 0.584 0.885 5.757  0.44
19 H -1.308 -0.846 2.576  0.27
20 H -1.448 -0.600 4.374  0.46
21 H -1.435 0.822 3.268  0.37
22 F 7.401 -7.028 1.557  -0.27
23 C 6.801 -5.982 2.183  0.84
24 F 5.441 -6.182 2.154  -0.27
25 F 7.175 -6.008 3.507  -0.25
26 C 7.113 -4.639 1.587  -0.89
27 N 6.433 -3.622 2.412  0.74
28 C 7.278 -2.781 3.183  -0.34
29 C 8.066 -1.822 2.529  0.09
30 C 8.901 -0.993 3.269  -0.80
31 C 8.974 -1.140 4.660  -0.39
32 C 8.204 -2.112 5.311  -0.80
33 C 7.360 -2.941 4.575  -0.14
34 C 5.250 -3.059 1.928  0.29
35 C 4.201 -2.821 2.835  -0.70
36 C 3.007 -2.313 2.375  -0.91
37 C 2.826 -1.931 1.007  0.98
38 C 1.536 -1.547 0.543  -0.40
39 C 1.064 -1.651 -0.797  0.40
40 C -0.258 -1.210 -1.118  -0.96
41 C -0.724 -1.203 -2.418  -1.10
42 C 0.143 -1.547 -3.478  0.82
43 N -0.220 -1.309 -4.795  0.72
44 C -1.582 -1.628 -5.230  -1.08
45 C -1.515 -2.972 -5.895  0.83
46 F -2.691 -3.430 -6.390  -0.27
47 F -0.609 -2.925 -6.932  -0.26
48 F -1.030 -3.901 -5.006  -0.27
49 C 0.489 -0.390 -5.590  0.20
50 C 1.733 -0.717 -6.151  -0.15
51 C 2.372 0.201 -6.988  -0.84
52 C 1.793 1.454 -7.230  -0.40
53 C 0.548 1.775 -6.675  -0.85
54 C -0.117 0.844 -5.886  -0.11
55 C 1.414 -2.073 -3.184  -0.83
56 C 1.823 -2.206 -1.872  -0.60
57 C 3.998 -1.951 0.191  -1.39
58 C 5.125 -2.646 0.593  -0.43
59 H 8.191 -4.474 1.648  0.40
60 H 6.732 -4.630 0.565  0.42
61 H 7.997 -1.749 1.440  0.38
62 H 9.496 -0.238 2.754  0.38
63 H 9.636 -0.489 5.234  0.39
64 H 8.261 -2.232 6.394  0.39
65 H 6.767 -3.732 5.038  0.40
66 H 4.351 -3.116 3.875  0.48
67 H 2.173 -2.212 3.070  0.47
68 H 0.758 -1.410 1.298  0.69
69 H -0.898 -0.864 -0.304  0.31
70 H -1.739 -0.883 -2.654  0.37
71 H -2.254 -1.689 -4.378  0.39
72 H -1.896 -0.908 -5.980  0.49
73 H 2.148 -1.708 -5.955  0.36
74 H 3.324 -0.065 -7.454  0.38
75 H 2.306 2.190 -7.855  0.38
76 H 0.083 2.747 -6.858  0.37
77 H -1.109 1.048 -5.475  0.42
78 H 2.030 -2.399 -4.021  0.30
79 H 2.752 -2.727 -1.667  0.95
80 H 4.006 -1.454 -0.778  1.02
81 H 5.940 -2.858 -0.101  0.41

The calculation puts the HOMO energy at -10.39 eV. The orbital gap is 5.8 eV. Its total charge is +1.


A gas-phase ion, C9H11N2 (charge +1), computed with wB97M-V/def2-TZVPD.

Each line ends with the Mulliken charge.
CARTESIAN COORDINATES (ANGSTROEM)
1 H 2.286 2.567 0.806  0.26
2 N 1.705 1.714 0.827  -0.67
3 C 0.427 1.851 0.913  0.85
4 C -0.141 3.153 1.072  -1.21
5 C -0.406 0.631 1.046  0.52
6 C -1.298 0.550 2.087  -0.85
7 C -0.195 -0.504 0.231  0.60
8 N -0.996 -1.723 0.434  -0.44
9 C -0.661 -2.537 -0.485  -0.38
10 C 0.301 -1.933 -1.425  0.69
11 C 0.660 -2.651 -2.619  -0.96
12 C 0.575 -0.699 -0.960  -1.03
13 H -0.257 3.960 0.218  0.29
14 H -1.092 2.948 1.522  0.28
15 H 0.459 3.696 1.794  0.39
16 H -1.639 1.413 2.680  0.30
17 H -1.588 -0.397 2.440  0.36
18 H -1.190 -3.502 -0.605  0.43
19 H -0.370 -2.876 -2.913  0.34
20 H 1.017 -3.744 -2.457  0.35
21 H 1.122 -1.885 -3.314  0.31
22 H 1.280 -0.032 -1.294  0.57

The calculation puts the HOMO energy (spin up / spin down) at -13.58 / -13.58 eV. Its structure (SMILES) is [H]/N=C(\C)C(=C)C1=[N+]=CC(C)=C1. The orbital gap (spin up / spin down) is 6.5 / 6.5 eV. Its total charge is +1. As for the energy above the lowest of the compared OMol25 structures with the same formula, charge and spin: 4.844 eV.


A molecular structure, C23H29Cl5LaNO2P2, computed with wB97M-V/def2-TZVPD.

Each line ends with the Mulliken charge.
CARTESIAN COORDINATES (ANGSTROEM)
1 C 3.367 -2.716 -0.865  -0.88
2 C 2.552 -1.574 -0.776  0.36
3 N 1.193 -1.664 -0.759  0.47
4 C 0.644 -2.896 -0.854  0.63
5 C 1.415 -4.060 -0.878  -0.85
6 C 2.790 -3.968 -0.885  -0.65
7 C 3.257 -0.223 -0.678  -0.94
8 P 2.339 1.127 0.147  0.62
9 La -0.425 0.261 0.283  0.44
10 P -1.925 -1.629 -1.287  0.81
11 C -0.877 -3.076 -0.766  -1.34
12 C -1.055 2.397 -0.736  0.48
13 C -1.047 3.157 0.467  -0.59
14 C -1.960 4.234 0.581  -0.65
15 C -2.741 4.626 -0.520  -0.50
16 C -2.712 3.883 -1.709  -0.49
17 C -1.892 2.733 -1.804  -0.09
18 O 3.535 1.004 -3.079  -0.70
19 O 1.085 2.091 -3.082  -0.77
20 H 4.436 -2.539 -0.891  0.48
21 H 0.874 -5.004 -0.846  0.47
22 H 3.415 -4.858 -0.881  0.41
23 C 2.879 1.072 1.883  -1.27
24 C 2.958 2.791 -0.304  -1.19
25 H -1.204 -3.932 -1.396  0.52
26 H -1.170 -3.304 0.278  0.35
27 H 3.482 0.165 -1.753  0.35
28 H 4.250 -0.348 -0.203  0.52
29 C -3.535 -1.826 -0.454  -1.20
30 C -2.319 -2.032 -3.001  -1.43
31 H -0.339 2.899 1.281  0.24
32 H -2.064 4.747 1.549  0.36
33 H -3.391 5.516 -0.436  0.32
34 H -3.328 4.171 -2.559  0.38
35 H -1.913 2.074 -2.675  0.36
36 H 0.521 1.462 -2.527  0.38
37 H 0.641 2.963 -2.975  0.35
38 H 2.612 1.422 -3.138  0.46
39 H 3.626 0.385 -3.831  0.31
40 H -0.065 0.823 -1.514  -0.23
41 H 3.928 1.402 2.020  0.38
42 H 2.235 1.748 2.464  0.35
43 H 2.742 0.075 2.312  0.34
44 H 4.024 2.952 -0.048  0.43
45 H 2.786 3.020 -1.361  0.30
46 H 2.358 3.529 0.268  0.37
47 H -2.979 -2.914 -3.087  0.40
48 H -2.811 -1.167 -3.467  0.39
49 H -1.397 -2.202 -3.567  0.36
50 H -4.082 -2.710 -0.844  0.39
51 H -3.445 -1.904 0.627  0.32
52 H -4.139 -0.930 -0.633  0.36
53 Cl -3.313 0.869 2.240  -0.17
54 C -2.321 -0.123 3.253  0.60
55 C -1.159 -0.624 2.711  -1.43
56 C -0.336 -1.466 3.423  0.65
57 Cl 1.111 -2.040 2.663  -0.16
58 C -0.671 -1.845 4.753  0.05
59 Cl 0.292 -2.952 5.615  -0.21
60 C -1.831 -1.294 5.347  0.27
61 Cl -2.223 -1.675 6.971  -0.19
62 C -2.663 -0.416 4.598  0.10
63 Cl -4.017 0.310 5.336  -0.20

The calculation puts the HOMO energy at -6.24 eV. The orbital gap is 6.5 eV. As for the energy above the lowest of the compared OMol25 structures with the same formula, charge and spin: 0.000 eV.


A single C21H29N5O3S molecule, computed with wB97M-V/def2-TZVPD.

Each line ends with the Mulliken charge.
CARTESIAN COORDINATES (ANGSTROEM)
1 C -6.618 -1.017 1.454  -0.87
2 O -5.787 -1.214 0.336  -0.46
3 C -4.753 -0.351 0.135  0.68
4 C -4.433 0.724 0.957  -0.39
5 C -3.356 1.541 0.659  -0.84
6 C -2.580 1.298 -0.466  0.21
7 N -1.478 2.087 -0.823  -0.01
8 C -1.024 3.220 -0.247  0.72
9 O -1.472 3.764 0.737  -0.66
10 C 0.199 3.781 -0.999  -1.11
11 C 1.309 2.809 -0.889  0.66
12 N 1.417 1.711 -1.583  -0.85
13 N 2.522 1.057 -1.172  -0.31
14 C 3.070 1.770 -0.220  0.26
15 S 4.530 1.413 0.646  -0.22
16 C 5.014 -0.145 -0.163  -0.75
17 C 4.272 -1.334 0.448  0.67
18 O 4.781 -2.027 1.304  -0.68
19 N 3.046 -1.514 -0.061  0.20
20 C 2.146 -2.537 0.428  -0.65
21 C 1.895 -3.597 -0.650  -1.20
22 C 1.061 -3.044 -1.802  -0.65
23 C -0.265 -2.504 -1.278  -0.97
24 C -0.018 -1.408 -0.247  0.41
25 C 0.821 -1.930 0.921  0.39
26 C 1.068 -0.828 1.949  -1.64
27 N 2.335 2.898 0.012  0.18
28 C 2.568 3.915 0.997  -0.93
29 C -2.903 0.223 -1.294  -0.45
30 C -3.972 -0.591 -0.998  -0.47
31 H -6.059 -1.102 2.392  0.34
32 H -7.366 -1.807 1.408  0.24
33 H -7.119 -0.044 1.417  0.35
34 H -5.015 0.941 1.838  0.40
35 H -3.119 2.371 1.302  0.51
36 H -0.930 1.727 -1.597  0.26
37 H 0.471 4.740 -0.560  0.39
38 H -0.064 3.918 -2.048  0.34
39 H 6.080 -0.244 0.034  0.43
40 H 4.818 -0.033 -1.228  0.35
41 H 2.691 -0.843 -0.735  0.24
42 H 2.666 -3.003 1.273  0.57
43 H 1.368 -4.437 -0.193  0.40
44 H 2.855 -3.962 -1.019  0.41
45 H 1.606 -2.242 -2.304  0.30
46 H 0.881 -3.834 -2.534  0.39
47 H -0.860 -2.109 -2.104  0.30
48 H -0.833 -3.315 -0.817  0.35
49 H 0.491 -0.570 -0.727  -0.37
50 H -0.972 -1.040 0.137  0.20
51 H 0.264 -2.739 1.407  0.50
52 H 1.564 0.022 1.487  0.02
53 H 0.125 -0.484 2.368  0.54
54 H 1.698 -1.192 2.757  0.45
55 H 1.642 4.128 1.532  0.36
56 H 2.934 4.829 0.524  0.33
57 H 3.318 3.555 1.700  0.34
58 H -2.306 0.030 -2.174  0.32
59 H -4.226 -1.426 -1.630  0.45

The calculation puts the HOMO energy at -8.06 eV. Its structure (SMILES) is COc1ccc(NC(=O)Cc2nnc(SCC(=O)N[C@@H]3CCCC[C@@H]3C)n2C)cc1. The orbital gap is 8.6 eV. As for the energy above the lowest of the compared OMol25 structures with the same formula, charge and spin: 0.400 eV.